No. 1
Entry from the Open Molecules 2025 dataset: a structure of composition C22H18Br2F5N2O5STi (ωB97M-V/def2-TZVPD).

Element x y z (Å)
Ti (0.607, -0.217, -0.214)
C (1.704, -3.049, 1.474)
C (1.623, -3.156, -0.018)
C (1.993, -4.361, -0.666)
C (1.922, -4.469, -2.015)
C (1.486, -3.365, -2.786)
C (1.339, -3.347, -4.198)
Br (1.689, -4.910, -5.205)
C (0.937, -2.222, -4.842)
C (0.675, -1.035, -4.117)
Br (0.154, 0.512, -5.046)
C (0.803, -0.992, -2.762)
O (0.581, 0.102, -2.015)
C (1.183, -2.195, -2.086)
N (1.233, -2.115, -0.711)
H (1.503, -4.014, 1.937)
H (0.992, -2.327, 1.867)
H (2.705, -2.724, 1.765)
H (2.332, -5.192, -0.062)
H (2.202, -5.389, -2.511)
H (0.816, -2.223, -5.916)
C (-0.021, 3.257, -1.782)
C (-0.959, 2.889, -0.665)
C (-1.000, 3.641, 0.512)
C (-1.912, 3.352, 1.511)
C (-2.775, 2.272, 1.341)
C (-2.754, 1.507, 0.183)
C (-1.844, 1.826, -0.813)
S (-3.944, 1.875, 2.575)
O (-4.576, 0.640, 2.185)
O (-4.762, 3.000, 2.919)
N (-2.926, 1.650, 3.842)
C (-1.649, 0.935, 3.699)
C (-1.633, -0.389, 2.924)
C (-0.871, -0.264, 1.640)
O (-1.011, -1.095, 0.681)
O (-0.015, 0.670, 1.486)
H (0.882, 3.732, -1.400)
H (-0.506, 3.960, -2.464)
H (0.268, 2.376, -2.358)
H (-0.307, 4.463, 0.641)
H (-1.952, 3.943, 2.417)
H (-3.443, 0.682, 0.073)
H (-1.830, 1.251, -1.731)
H (-3.500, 1.335, 4.619)
H (-1.300, 0.785, 4.718)
H (-0.944, 1.612, 3.226)
H (-2.634, -0.746, 2.685)
H (-1.141, -1.179, 3.498)
F (3.123, -0.149, 1.481)
C (2.625, 0.289, 0.260)
F (3.510, -0.193, -0.696)
C (2.821, 1.814, 0.254)
F (4.066, 2.263, 0.073)
F (2.095, 2.314, -0.779)
F (2.341, 2.368, 1.373)

Computed properties:
E, Eh: -8230.01433
<S²>: 0.754
LUMO (alpha / beta), Eh: -0.0309 / -0.0331
HOMO level (alpha / beta), eV: -8.248 / -8.911
Spin multiplicity: 2
ΔE to the lowest compared entry with this formula, charge and spin, kcal/mol: 18.6

***

No. 2
Entry from the Open Molecules 2025 dataset: a cluster of 4 separate species, C26H57NO11 in total (ωB97M-V/def2-TZVPD).

Element x y z (Å)
N (0.401, 3.982, 5.632)
C (0.547, 3.063, 4.495)
C (1.591, 3.504, 3.465)
C (1.430, 2.747, 2.133)
C (1.545, 3.626, 0.883)
C (2.633, 4.691, 0.957)
C (3.428, 4.857, -0.351)
C (4.045, 6.259, -0.153)
O (3.184, 6.939, 0.774)
C (2.117, 6.111, 1.018)
O (0.974, 6.508, 1.143)
H (-0.342, 4.635, 5.455)
H (1.251, 4.489, 5.818)
H (-0.429, 2.955, 4.037)
H (0.862, 2.104, 4.900)
H (1.500, 4.576, 3.326)
H (2.557, 3.239, 3.884)
H (0.431, 2.316, 2.127)
H (2.103, 1.897, 2.086)
H (1.777, 2.972, 0.050)
H (0.587, 4.104, 0.717)
H (3.409, 4.523, 1.694)
H (4.206, 4.121, -0.502)
H (2.788, 4.890, -1.227)
H (5.053, 6.175, 0.241)
H (4.076, 6.867, -1.049)
C (0.066, -1.119, -4.724)
O (0.301, -1.526, -3.391)
C (1.553, -1.149, -2.855)
C (1.440, -0.571, -1.460)
O (0.795, 0.687, -1.363)
C (-0.599, 0.782, -1.601)
C (-1.491, 0.134, -0.564)
O (-1.402, -1.278, -0.564)
C (-1.262, -1.867, 0.712)
H (0.459, -1.859, -5.429)
H (-1.011, -1.041, -4.867)
H (0.508, -0.142, -4.936)
H (2.056, -0.424, -3.504)
H (2.186, -2.044, -2.790)
H (2.462, -0.380, -1.122)
H (1.010, -1.297, -0.768)
H (-0.857, 0.451, -2.609)
H (-0.809, 1.854, -1.560)
H (-2.527, 0.412, -0.800)
H (-1.251, 0.541, 0.424)
H (-0.625, -1.266, 1.368)
H (-0.790, -2.841, 0.576)
H (-2.237, -2.014, 1.187)
C (0.645, -4.406, 7.549)
O (1.680, -3.478, 7.787)
C (2.545, -3.245, 6.692)
C (2.818, -1.773, 6.465)
O (1.718, -1.004, 6.015)
C (0.649, -0.715, 6.901)
C (0.962, 0.254, 8.021)
O (1.856, -0.287, 8.978)
C (2.913, 0.567, 9.356)
H (0.984, -5.431, 7.735)
H (-0.171, -4.178, 8.236)
H (0.262, -4.334, 6.527)
H (2.140, -3.680, 5.772)
H (3.508, -3.730, 6.903)
H (3.542, -1.718, 5.648)
H (3.293, -1.323, 7.340)
H (0.189, -1.629, 7.281)
H (-0.099, -0.226, 6.273)
H (0.018, 0.488, 8.528)
H (1.354, 1.184, 7.598)
H (3.285, 1.150, 8.508)
H (3.727, -0.057, 9.726)
H (2.603, 1.249, 10.156)
C (-3.169, -5.435, -7.572)
O (-3.991, -4.307, -7.366)
C (-3.628, -3.491, -6.268)
C (-3.634, -2.012, -6.601)
O (-2.639, -1.573, -7.516)
C (-2.722, -2.003, -8.866)
C (-3.873, -1.443, -9.675)
O (-5.133, -1.935, -9.259)
C (-6.139, -0.956, -9.111)
H (-3.504, -6.283, -6.965)
H (-3.239, -5.710, -8.625)
H (-2.121, -5.220, -7.343)
H (-2.640, -3.766, -5.884)
H (-4.361, -3.648, -5.467)
H (-3.407, -1.492, -5.667)
H (-4.624, -1.679, -6.914)
H (-2.677, -3.090, -8.944)
H (-1.808, -1.618, -9.328)
H (-3.717, -1.744, -10.719)
H (-3.847, -0.349, -9.633)
H (-5.739, -0.025, -8.699)
H (-6.881, -1.347, -8.415)
H (-6.631, -0.748, -10.067)

Computed properties:
E, Eh: -1907.03003
LUMO, Eh: 0.0225
HOMO level, eV: -9.022

***

No. 3
Entry from the Open Molecules 2025 dataset: a cluster of 2 separate species, C8H12N3 in total (ωB97M-V/def2-TZVPD).

Element x y z (Å)
C (-1.149, 0.553, -2.041)
C (-0.538, -0.519, -1.424)
C (-1.335, 1.822, -1.468)
C (0.710, -0.983, 0.758)
C (-0.903, 2.142, -0.225)
C (-0.115, -0.307, -0.092)
C (1.061, -0.144, 1.925)
C (0.340, 1.188, 1.690)
N (-0.299, 1.138, 0.531)
N (0.422, 2.232, 2.561)
N (0.486, -3.474, -1.673)
H (-1.689, 0.362, -2.936)
H (-0.421, -1.573, -1.675)
H (-1.750, 2.644, -2.105)
H (0.959, -2.013, 0.965)
H (-0.781, 3.182, 0.118)
H (0.892, -0.500, 2.852)
H (2.095, 0.044, 1.847)
H (0.872, 2.384, 3.481)
H (-0.149, 3.073, 2.314)
H (0.040, -3.351, -2.628)
H (-0.156, -3.971, -1.024)
H (1.408, -3.930, -1.751)

Computed properties:
E, Eh: -476.01015
Charge: +1
LUMO, Eh: -0.1538
HOMO level, eV: -11.552
ΔE to the lowest compared entry with this formula, charge and spin, kcal/mol: 44.2

***

No. 4
Entry from the Open Molecules 2025 dataset: the molecule C4H7NO2 (ωB97M-V/def2-TZVPD).

Element x y z (Å)
C (-1.282, 0.610, -0.746)
C (-0.290, -0.182, 0.084)
N (-0.870, -0.892, 1.094)
C (1.102, 0.193, 0.247)
O (1.684, 0.594, 1.437)
C (1.723, -0.288, -0.893)
O (2.776, -0.556, -1.407)
H (-2.071, -0.035, -1.141)
H (-0.787, 1.102, -1.580)
H (-1.751, 1.373, -0.115)
H (-0.272, -1.489, 1.649)
H (-1.842, -1.157, 1.025)
H (1.334, 1.471, 1.651)
H (0.547, -0.742, -1.306)

Computed properties:
E, Eh: -361.73730
LUMO, Eh: 0.0084
HOMO level, eV: -7.785
ΔE to the lowest compared entry with this formula, charge and spin, kcal/mol: 90.1

***

No. 5
Entry from the Open Molecules 2025 dataset: the molecule C4H8O3 (ωB97M-V/def2-TZVPD).

Element x y z (Å)
C (2.482, -0.025, 0.617)
O (1.161, 0.396, 0.284)
C (0.296, -0.570, -0.082)
O (0.612, -1.646, -0.524)
C (-1.125, -0.104, 0.220)
C (-1.589, 0.997, -0.731)
O (-2.024, -1.177, 0.291)
H (2.440, -0.548, 1.577)
H (3.071, 0.887, 0.718)
H (2.904, -0.686, -0.141)
H (-1.066, 0.305, 1.232)
H (-0.812, 1.753, -0.877)
H (-2.478, 1.474, -0.313)
H (-1.852, 0.573, -1.707)
H (-2.020, -1.630, -0.562)

Computed properties:
E, Eh: -382.92993
LUMO, Eh: 0.0315
HOMO level, eV: -10.366
ΔE to the lowest compared entry with this formula, charge and spin, kcal/mol: 21.9

***

| no. | largest force on an atom (eV/Å) |
| --- | --- |
| 1 | 1.47 |
| 2 | 2.00 |
| 3 | 4.33 |
| 4 | 2.07 |
| 5 | 0.57 |